[1]
The molecule C4H4O. Source: the OMol25 dataset; level of theory: the ωB97M-V functional and the def2-TZVPD basis.

Results
HOMO-LUMO gap in eV: 8.344
LUMO level in Eh: -0.0083

ORCA input file:
```
! RIJCOSX wB97M-V def2-TZVPD def2/J DEFGRID3
* xyz 0 1
C -1.59 0.32 -0.53
C -0.41 -0.15 -0.88
C 0.83 -0.51 -0.92
C 1.51 -0.53 0.27
O 1.18 0.31 1.25
H -1.63 1.36 -0.22
H -2.51 -0.25 -0.55
H 2.36 -1.15 0.53
H 0.26 0.60 1.04
*
```

[2]
The molecule C5H12OSi2 in a non-equilibrium geometry. Source: the OMol25 dataset; level of theory: the ωB97M-V functional and the def2-TZVPD basis.

Results
HOMO-LUMO gap in eV: 9.432
LUMO level in Eh: 0.0307

ORCA input file:
```
! RIJCOSX wB97M-V def2-TZVPD def2/J DEFGRID3
* xyz 0 1
Si 1.71 -1.80 0.66
C 0.99 -0.71 -0.82
C 0.09 0.35 -0.25
C -1.25 0.36 -0.18
Si -2.80 -0.45 -0.79
O -1.63 1.78 0.69
C -0.51 2.57 0.67
C 0.69 1.61 0.39
H 1.56 -3.16 0.16
H 0.96 -1.73 1.93
H 3.23 -1.30 0.91
H 0.38 -1.23 -1.51
H 1.95 -0.41 -1.36
H -2.36 -1.07 -1.92
H -4.07 0.32 -1.06
H -3.07 -1.42 0.22
H -0.25 3.14 1.55
H -0.40 3.37 -0.17
H 1.11 1.33 1.26
H 1.53 2.15 -0.31
*
```

[3]
A cluster of 2 separate species, C5H12NO in total in a non-equilibrium geometry. Source: the OMol25 dataset; level of theory: the ωB97M-V functional and the def2-TZVPD basis.

Results
HOMO-LUMO gap (spin up / spin down) in eV: 9.755 / 5.089
LUMO level (spin up / spin down) in Eh: -0.3179 / -0.4891
<S²>: 0.754

ORCA input file:
```
! RIJCOSX wB97M-V def2-TZVPD def2/J DEFGRID3
* xyz 2 2
C -0.15 -1.36 -2.28
C 1.12 -1.41 -2.71
N -0.51 -0.95 -0.94
H -1.00 -1.44 -2.98
H 1.37 -1.76 -3.72
H 1.99 -1.16 -2.07
H 0.25 -1.12 -0.24
H -0.79 0.04 -0.88
H -1.37 -1.44 -0.62
C -1.39 0.42 2.08
C -0.16 0.68 1.65
O 0.76 -0.34 1.28
C 0.38 2.06 1.36
H -2.11 1.23 2.29
H -1.76 -0.63 2.25
H 1.64 0.01 1.52
H -0.28 2.84 1.76
H 1.38 2.12 1.93
H 0.60 2.21 0.32
*
```

[4]
The molecule C2HNOS in a non-equilibrium geometry. Source: the OMol25 dataset; level of theory: the ωB97M-V functional and the def2-TZVPD basis.

Results
HOMO-LUMO gap (spin up / spin down) in eV: 7.831 / 8.441
LUMO level (spin up / spin down) in Eh: -0.0700 / -0.0580

ORCA input file:
```
! RIJCOSX wB97M-V def2-TZVPD def2/J DEFGRID3
* xyz 0 1
C -0.69 1.02 -0.64
C 0.33 0.09 -0.53
N -1.53 1.88 -0.55
O 0.97 -1.60 1.74
S -0.21 -1.04 1.19
H 1.14 -0.34 -1.21
*
```

[5]
A cluster of 2 separate species, C4H6N2O in total. Source: the OMol25 dataset; level of theory: the ωB97M-V functional and the def2-TZVPD basis.

Results
HOMO-LUMO gap in eV: 10.203
LUMO level in Eh: 0.0308

ORCA input file:
```
! RIJCOSX wB97M-V def2-TZVPD def2/J DEFGRID3
* xyz 0 1
C 0.10 1.43 0.14
C -0.35 0.18 -0.33
N -1.45 -0.22 0.27
N -1.74 0.77 1.13
C -0.85 1.79 1.08
H 0.98 1.99 -0.15
H 0.09 -0.44 -1.11
H -2.56 0.69 1.70
H -0.96 2.67 1.69
C 1.69 -2.22 -1.11
O 2.32 -1.21 -0.95
H 2.04 -3.05 -1.75
H 0.70 -2.37 -0.63
*
```

[6]
The molecule C7H12S in a non-equilibrium geometry. Source: the OMol25 dataset; level of theory: the ωB97M-V functional and the def2-TZVPD basis.

Results
HOMO-LUMO gap in eV: 9.410
LUMO level in Eh: 0.0297

ORCA input file:
```
! RIJCOSX wB97M-V def2-TZVPD def2/J DEFGRID3
* xyz 0 1
C 0.76 1.13 1.45
C 1.12 0.39 0.40
S 2.77 0.70 -0.18
C 0.34 -0.57 -0.44
C 0.99 -1.87 -0.24
C -1.04 -0.63 0.12
C -1.97 0.34 0.11
C -1.81 1.50 -0.85
H 1.51 1.59 2.00
H -0.04 0.89 2.15
H 2.86 -0.35 -0.98
H 0.25 -0.42 -1.51
H 2.03 -1.84 -0.48
H 0.55 -2.69 -0.93
H 1.04 -2.32 0.81
H -1.15 -1.36 0.93
H -2.94 0.28 0.69
H -1.30 1.17 -1.75
H -2.85 1.92 -0.91
H -1.12 2.13 -0.38
*
```

[7]
A structure of composition C30H19Cl2F3MnN5O2 in a non-equilibrium geometry. Source: the OMol25 dataset; level of theory: the ωB97M-V functional and the def2-TZVPD basis.

Results
HOMO-LUMO gap (spin up / spin down) in eV: 5.969 / 5.588
LUMO level (spin up / spin down) in Eh: 0.0807 / 0.0806
<S²>: 0.772

ORCA input file:
```
! RIJCOSX wB97M-V def2-TZVPD def2/J DEFGRID3
* xyz -1 2
Mn 1.03 0.15 0.34
Cl 6.92 3.54 0.12
C 5.21 3.15 0.00
C 4.78 1.92 0.49
C 3.45 1.56 0.40
N 2.87 0.33 0.76
C 3.27 -0.37 1.85
O 4.39 -0.75 2.14
C 2.09 -0.53 2.78
C 2.22 -1.02 4.06
C 1.14 -0.97 4.92
C -0.05 -0.42 4.46
C -0.10 0.04 3.16
N 0.94 -0.02 2.32
C 2.50 2.48 -0.11
C 2.96 3.67 -0.65
C 4.31 4.01 -0.60
Cl 4.82 5.53 -1.29
N 1.14 2.06 -0.04
C 0.47 2.31 -1.21
O -0.26 3.21 -1.49
C 0.88 1.24 -2.25
C 1.04 1.52 -3.58
C 1.76 0.62 -4.37
C 2.28 -0.50 -3.78
C 2.02 -0.72 -2.43
N 1.31 0.13 -1.70
H 5.49 1.21 0.90
H 3.18 -1.42 4.36
H 1.21 -1.34 5.94
H -0.92 -0.34 5.10
H -1.00 0.46 2.74
H 2.26 4.38 -1.08
H 0.65 2.45 -3.97
H 1.94 0.82 -5.42
H 2.88 -1.21 -4.34
H 2.39 -1.59 -1.92
F -8.29 0.19 -1.93
C -7.88 0.19 -0.65
F -8.44 -0.89 -0.06
F -8.46 1.26 -0.06
C -6.40 0.21 -0.51
C -5.57 0.22 -1.62
C -4.19 0.21 -1.46
C -3.60 0.20 -0.19
C -4.46 0.20 0.92
C -5.84 0.20 0.76
C -2.18 0.17 -0.03
C -0.96 0.15 0.10
H -6.00 0.23 -2.61
H -3.54 0.23 -2.33
H -4.03 0.19 1.91
H -6.49 0.20 1.63
C -0.09 -4.93 -0.56
C 1.03 -4.40 0.33
C 1.05 -2.94 0.39
N 1.04 -1.79 0.38
H -0.08 -6.02 -0.58
H 0.02 -4.56 -1.58
H -1.06 -4.60 -0.19
H 2.01 -4.74 -0.03
H 0.93 -4.78 1.35
*
```

[8]
A cluster of 2 separate species, C7H5Br in total in a non-equilibrium geometry. Source: the OMol25 dataset; level of theory: the ωB97M-V functional and the def2-TZVPD basis.

Results
HOMO-LUMO gap (spin up / spin down) in eV: 8.177 / 7.139
LUMO level (spin up / spin down) in Eh: -0.0268 / -0.0449

ORCA input file:
```
! RIJCOSX wB97M-V def2-TZVPD def2/J DEFGRID3
* xyz 0 1
C 1.07 -1.23 0.13
C -0.22 -1.09 -0.44
C 1.83 -0.16 0.56
C 1.24 1.10 0.46
C -0.77 0.13 -0.49
C -3.45 0.59 -1.27
C -0.12 1.20 0.03
Br -4.21 -0.11 0.18
H 1.37 -2.29 0.18
H -0.82 -1.80 -0.97
H 2.81 -0.41 0.89
H 1.94 1.84 0.77
H -0.65 2.24 -0.03
*
```

ΔE to the lowest compared entry with this formula, charge and spin values (in eV) by entry order: 3.2643, 4.3912, 1.9067, 3.7355, 2.1399, 2.9474, 0.5221, 4.4636.